Density functional theory data (ωB97M-V with the def2-TZVPD basis set) for a 2-piece molecular cluster, C5H13N3 overall in a non-equilibrium geometry.

Element x y z (Å)
N 1.99 -0.64 -0.50
C 2.11 0.71 -0.62
N 2.18 1.17 -1.94
N 2.28 1.58 0.37
H 1.64 -0.88 0.44
H 1.40 -1.08 -1.23
H 1.48 0.83 -2.61
H 2.13 2.18 -1.95
H 2.48 1.05 1.23
C -1.91 1.06 1.03
C -2.54 -0.31 1.41
C -2.42 -1.33 0.27
C -1.53 -2.35 0.01
H -2.49 1.45 0.09
H -1.85 1.71 1.87
H -0.94 0.95 0.60
H -3.59 -0.18 1.61
H -2.07 -0.76 2.31
H -3.20 -1.18 -0.51
H -1.57 -3.04 -0.84
H -0.86 -2.59 0.85

## Properties
Orbital gap (spin up / spin down) (eV): 8.7727 / 4.0213
⟨S²⟩: 0.7599
Net charge: +1
Spin multiplicity: 2
Lowest unoccupied orbital energy (spin up / spin down) (hartree): -0.1450 / -0.3193
E_tot (eV): -9856.314
ΔE to the lowest compared entry with this formula, charge and spin (kcal/mol): 32.1